1.
C64H176N16O16 | ωB97M-V/def2-TZVPD

The geometry in XYZ format:
```
272
C64H176N16O16 (ωB97M-V/def2-TZVPD)
C -9.21704 -3.22430 -1.29050
C -10.37035 -2.31805 -0.78671
C -10.16820 -1.65785 0.51172
O -10.05076 -2.61089 1.54364
C -10.26390 -2.12426 2.91231
N -10.68200 -1.34038 -1.77855
H -9.34110 -3.46771 -2.34571
H -9.30020 -4.22085 -0.85681
H -8.19071 -2.85909 -1.25370
H -11.30024 -2.85112 -0.58865
H -11.02839 -1.01202 0.68802
H -9.31248 -0.98451 0.46239
H -10.21257 -2.85979 3.71509
H -11.20872 -1.61564 3.10395
H -9.48097 -1.42009 3.19388
H -11.18129 -1.91412 -2.44311
H -11.42644 -0.83706 -1.31747
C 1.31997 -6.24528 4.75075
C 1.51990 -7.36255 5.79333
C 1.92424 -6.80351 7.19558
O 2.22994 -7.88944 8.10749
C 2.37958 -7.41851 9.46669
N 0.29257 -8.15433 6.05562
H 0.68083 -5.46746 5.16861
H 0.74351 -6.65021 3.91899
H 2.21291 -5.74657 4.37389
H 2.32077 -7.98082 5.38781
H 1.07366 -6.18599 7.48421
H 2.73845 -6.09190 7.05859
H 3.26899 -6.79343 9.54627
H 2.56228 -8.27723 10.11271
H 1.47093 -6.88057 9.73700
H 0.47650 -8.71346 6.87637
H -0.38455 -7.52261 6.45880
C -9.52000 4.46093 3.70434
C -8.44651 5.12931 4.49504
C -7.06188 5.05846 3.83827
O -6.62024 3.68698 3.85157
C -5.47453 3.55556 3.01889
N -8.91818 6.45823 4.85367
H -9.81252 5.04347 2.83074
H -10.36683 4.15904 4.32065
H -9.20046 3.53889 3.21870
H -8.41207 4.52596 5.40217
H -6.33370 5.68151 4.35757
H -7.14600 5.41472 2.81157
H -5.14874 2.54176 3.25163
H -4.57440 4.13793 3.21565
H -5.75563 3.52048 1.96635
H -8.82238 7.10286 4.08207
H -9.88721 6.34552 5.11514
C -6.86670 4.15982 -3.75820
C -6.86685 3.35498 -5.05622
C -5.84814 2.14482 -5.13030
O -4.51628 2.52826 -5.00577
C -3.96757 3.22770 -6.07802
N -8.19061 2.77052 -5.25534
H -7.41447 5.09698 -3.85706
H -5.88516 4.54678 -3.48443
H -7.26537 3.67506 -2.86703
H -6.75531 3.96615 -5.95184
H -6.08965 1.65851 -6.07544
H -6.06130 1.41325 -4.35090
H -2.94988 3.39580 -5.72567
H -4.55416 4.13739 -6.20643
H -3.87545 2.65137 -6.99860
H -8.25402 2.27676 -6.13413
H -8.40184 2.02052 -4.61269
C -0.83893 7.42625 5.74326
C 0.65238 7.53358 6.11114
C 1.53980 8.36388 5.12999
O 1.61681 7.84485 3.81412
C 2.19288 8.73158 2.89007
N 0.84451 8.06770 7.45513
H -1.42870 8.33010 5.89598
H -1.22173 6.60729 6.35225
H -0.86715 7.13419 4.69350
H 1.07728 6.52989 6.09813
H 2.56069 8.43192 5.50585
H 1.08269 9.35254 5.08879
H 1.71742 9.71107 2.94130
H 2.31974 8.36166 1.87264
H 3.21840 8.85710 3.23742
H 0.23802 7.51073 8.03998
H 1.75686 7.74825 7.74784
C -4.73639 9.52673 -6.35988
C -5.02313 9.74563 -4.83274
C -3.86448 9.18372 -4.04031
O -4.17618 9.13883 -2.64142
C -2.98195 8.88413 -1.84170
N -5.15934 11.21348 -4.60515
H -3.78608 9.96763 -6.66092
H -5.50353 9.88703 -7.04528
H -4.71993 8.47683 -6.65237
H -5.98958 9.32727 -4.55159
H -2.91755 9.68494 -4.24086
H -3.56812 8.19169 -4.38110
H -2.83057 7.80532 -1.80499
H -3.23787 9.23059 -0.84041
H -2.07925 9.37937 -2.19943
H -5.10554 11.33532 -3.60397
H -4.31694 11.66246 -4.93514
C -4.78966 -5.47442 3.23068
C -5.68462 -6.50644 4.01277
C -5.81324 -6.25138 5.53666
O -4.51949 -6.24077 6.17337
C -4.52359 -5.73919 7.46951
N -6.97926 -6.51390 3.34064
H -4.74356 -5.68220 2.16166
H -3.76969 -5.40857 3.60939
H -5.12162 -4.44226 3.34284
H -5.33563 -7.53178 3.89040
H -6.53022 -6.94883 5.96980
H -6.28198 -5.28309 5.71214
H -5.17201 -4.88569 7.66742
H -3.49158 -5.62991 7.80287
H -4.87785 -6.49895 8.16619
H -6.75398 -6.42206 2.36038
H -7.38875 -5.61034 3.53038
C 1.09343 -7.14406 -11.92998
C 2.24609 -6.21036 -11.70650
C 2.45873 -5.60776 -10.28364
O 1.44699 -4.62673 -9.98545
C 1.52738 -3.89113 -8.70759
N 3.50076 -6.77222 -12.20488
H 1.04382 -7.93520 -11.18184
H 0.99520 -7.45536 -12.96996
H 0.13058 -6.65274 -11.78985
H 2.09384 -5.38655 -12.40382
H 3.42580 -5.10626 -10.32080
H 2.50054 -6.34967 -9.48619
H 0.79573 -3.09728 -8.55726
H 2.43666 -3.30377 -8.57984
H 1.45146 -4.51353 -7.81599
H 3.64360 -7.62859 -11.68881
H 3.33878 -7.04055 -13.16502
C 8.13543 7.63774 9.80606
C 6.66224 7.47042 9.37066
C 6.38765 6.41549 8.21998
O 7.09960 6.67742 6.96820
C 6.75890 5.67631 6.00734
N 5.83984 7.17158 10.56154
H 8.63602 6.71228 10.09070
H 8.15398 8.34143 10.63827
H 8.63349 8.14907 8.98230
H 6.37536 8.44707 8.98085
H 5.33277 6.32925 7.95939
H 6.66895 5.43577 8.60616
H 7.37113 6.02665 5.17635
H 5.74149 5.77315 5.62842
H 7.03833 4.65143 6.25155
H 6.27177 6.40570 11.05850
H 5.91680 7.91106 11.24516
C 2.51408 5.95675 -4.85386
C 3.23075 5.35390 -6.09728
C 4.45409 6.20496 -6.55113
O 5.14915 5.62508 -7.65754
C 5.92102 6.58744 -8.36740
N 3.58263 3.95898 -5.83563
H 1.60635 5.45760 -4.51478
H 2.24365 6.99653 -5.03774
H 3.11962 5.97733 -3.94777
H 2.58824 5.40760 -6.97614
H 5.14544 6.28827 -5.71256
H 4.05834 7.15442 -6.91169
H 6.57448 7.14208 -7.69400
H 5.33682 7.38182 -8.83191
H 6.51114 6.08817 -9.13590
H 4.30082 3.94151 -5.12570
H 4.10080 3.69902 -6.66268
C -1.35107 -0.67309 -0.68711
C -0.19602 0.28843 -0.97252
C 1.01605 -0.02389 -0.01467
O 2.06904 0.92087 -0.13453
C 1.84535 2.20824 0.43387
N 0.21228 0.02456 -2.30959
H -0.98639 -1.67164 -0.92793
H -2.28144 -0.49655 -1.22688
H -1.67422 -0.69147 0.35373
H -0.65012 1.25996 -0.77752
H 1.44807 -1.02013 -0.10933
H 0.49673 -0.03784 0.94357
H 1.48321 2.09866 1.45610
H 1.03147 2.70474 -0.09452
H 2.73898 2.82918 0.37095
H -0.55155 0.34688 -2.88647
H 0.96704 0.67155 -2.48801
C 9.42215 3.91854 -1.07344
C 8.53030 4.11949 -2.30921
C 9.38954 4.59891 -3.55629
O 10.12447 5.75296 -3.21120
C 11.09680 6.10214 -4.12763
N 7.81422 2.90821 -2.64824
H 9.79916 4.89175 -0.75912
H 10.32915 3.32919 -1.20806
H 8.87619 3.53303 -0.21239
H 7.79378 4.89109 -2.08499
H 8.76711 4.76223 -4.43607
H 10.16668 3.85271 -3.72162
H 11.80824 6.75771 -3.62547
H 10.70726 6.50971 -5.06050
H 11.59766 5.22417 -4.53556
H 6.95085 2.76478 -2.14413
H 8.42633 2.20411 -2.26135
C 7.94721 -2.58253 1.30357
C 9.48793 -2.67197 1.13965
C 10.00011 -4.13270 1.16095
O 11.45088 -4.13104 1.25814
C 12.04342 -5.43979 1.38920
N 9.82802 -2.15351 -0.17422
H 7.60024 -3.13301 2.17803
H 7.55006 -3.00974 0.38277
H 7.63621 -1.56023 1.51869
H 9.94286 -2.07570 1.93061
H 9.63511 -4.64613 0.27143
H 9.49081 -4.64979 1.97418
H 11.75827 -5.89927 0.44280
H 11.62866 -5.93399 2.26774
H 13.10309 -5.25352 1.56384
H 10.83787 -2.16608 -0.18636
H 9.64602 -2.87282 -0.85948
C -9.20432 -9.54115 -2.58465
C -8.29819 -9.08554 -3.72934
C -6.77836 -9.22445 -3.43400
O -6.13817 -8.41768 -4.39360
C -4.86920 -7.98466 -4.08075
N -8.78386 -9.89175 -4.85936
H -10.26773 -9.47433 -2.81439
H -8.96121 -8.86888 -1.76182
H -8.90157 -10.51010 -2.18768
H -8.49034 -8.05409 -4.02478
H -6.34132 -10.21473 -3.56222
H -6.54351 -8.90969 -2.41720
H -4.84070 -7.51297 -3.09851
H -4.44547 -7.31496 -4.82911
H -4.06477 -8.71540 -3.99701
H -8.37619 -10.80868 -4.74475
H -8.33541 -9.61467 -5.72088
C -0.26394 0.02732 6.69804
C 0.54369 -0.23543 7.96130
C 1.92633 0.34091 7.80100
O 2.73905 -0.46851 6.95420
C 4.10778 -0.59422 7.35058
N -0.05372 0.58815 8.95024
H -0.45797 1.09385 6.58414
H -1.15914 -0.59263 6.74676
H 0.27413 -0.44256 5.87476
H 0.58003 -1.28414 8.25624
H 2.30485 0.37781 8.82251
H 1.97972 1.34890 7.38965
H 4.76040 -1.34194 6.89991
H 4.17768 -0.91889 8.38876
H 4.57078 0.38556 7.23325
H -1.05445 0.58429 8.81376
H 0.15506 1.57414 8.88442
C 2.78973 -10.23420 -6.14311
C 4.17311 -9.86208 -5.65142
C 4.22006 -9.24586 -4.21478
O 3.79010 -7.89012 -4.31822
C 4.08295 -7.11673 -3.15521
N 4.95195 -11.07408 -5.63473
H 2.04182 -9.44827 -6.03793
H 2.46213 -11.15726 -5.66485
H 2.80403 -10.41941 -7.21716
H 4.70596 -9.22013 -6.35289
H 5.24974 -9.24078 -3.85724
H 3.62457 -9.82628 -3.51007
H 4.05059 -6.05225 -3.38742
H 5.06765 -7.20710 -2.69663
H 3.29639 -7.27374 -2.41712
H 4.50009 -11.77867 -5.06951
H 4.78624 -11.52816 -6.52154
```

The HOMO-LUMO gap is 8.9 eV. The total energy is -125808.044 eV. The largest force on an atom comes out at 2.863 eV/Å. As for the HOMO energy: -8.898 eV.

---

2.
C64H45IN6O9PbS3 | ωB97M-V/def2-TZVPD

The geometry in XYZ format:
```
129
C64H45IN6O9PbS3 (ωB97M-V/def2-TZVPD)
Pb 2.29445 0.53388 -0.81836
N 2.75565 -0.37862 -5.52736
C 2.32565 -0.00532 -4.28076
S 2.82805 -1.00962 -2.99846
N 1.58425 1.06148 -4.27796
N 1.25325 1.66438 -3.13976
C 0.45915 2.67588 -3.22606
C -0.08785 3.08568 -4.55156
C 0.49625 4.14858 -5.23386
C 0.03105 4.52818 -6.47976
C -1.02175 3.84678 -7.06936
C -1.57855 2.75978 -6.41546
C -1.11425 2.37658 -5.16716
C 0.18745 3.50238 -2.06306
C -0.41815 4.75858 -2.20316
C -0.58355 5.55268 -1.08676
C -0.13165 5.09268 0.13684
C 0.43665 3.82578 0.18294
N 0.56785 3.04898 -0.86866
H 3.08575 -1.32232 -5.62696
H 2.27515 0.05128 -6.30296
H 1.33165 4.66028 -4.77916
H 0.49445 5.35778 -6.99736
H -1.39775 4.15648 -8.03806
H -2.38105 2.20718 -6.88876
H -1.53625 1.51348 -4.67186
H -0.72815 5.11088 -3.17516
H -1.04785 6.52668 -1.17906
H -0.23355 5.68538 1.03184
H 0.78565 3.41808 1.11734
O 3.48855 4.66528 -1.07396
C 3.65665 3.52148 -0.65906
O 3.62405 2.46068 -1.32956
C 4.04925 3.42058 0.83444
C 5.10005 4.18888 1.22454
C 5.49295 4.29658 2.58084
C 4.68535 3.72478 3.55374
C 3.58295 2.97658 3.19144
C 3.31185 2.63238 1.79544
O 2.52425 1.71168 1.51234
N 2.74215 2.51078 4.22454
O 3.23055 2.35958 5.34724
O 1.56025 2.30298 3.99674
N 6.61625 5.04158 2.94514
O 7.34705 5.49108 2.06224
O 6.85165 5.22748 4.14274
H 5.63775 4.76598 0.48864
H 4.90785 3.88768 4.59934
I 1.52695 -2.12742 0.47264
C 3.52395 -2.47562 1.17224
C 3.69085 -3.54772 2.00774
C 4.97635 -3.88762 2.44934
C 6.04865 -3.16912 2.00614
C 5.88415 -2.05752 1.15544
C 6.99945 -1.33152 0.70204
C 6.82395 -0.22862 -0.08606
C 5.53445 0.19558 -0.43296
C 4.39205 -0.48712 -0.06856
C 4.57575 -1.65102 0.72764
H 2.84205 -4.13622 2.32304
H 5.10705 -4.72262 3.12544
H 7.05495 -3.43502 2.30574
H 7.98735 -1.67202 0.98864
H 7.68525 0.32328 -0.44156
H 5.43345 1.10248 -1.01046
C -6.77065 -2.00132 -4.82856
C -5.54155 -1.64592 -4.04636
C -4.28185 -2.00942 -4.50256
C -3.14955 -1.64922 -3.79586
C -3.27115 -0.94022 -2.61496
C -4.51675 -0.54642 -2.16056
C -5.64635 -0.90282 -2.87576
S -1.74125 -0.47642 -1.71076
O -0.70555 -0.58632 -2.73146
C -1.69805 -2.07662 -0.82586
C -1.08345 -3.15452 -1.47466
C -0.98075 -4.36492 -0.85096
C -1.37355 -4.50182 0.49734
C -1.19735 -5.70662 1.20774
C -1.52595 -5.79352 2.53294
C -2.05905 -4.68452 3.20364
C -2.29195 -3.51852 2.52734
C -1.96345 -3.39722 1.16334
C -2.19565 -2.18912 0.44854
C -3.09865 -1.18492 1.04414
C -4.49165 -1.50352 1.03264
C -5.00395 -2.65172 0.38904
C -6.34745 -2.92412 0.39174
C -7.24235 -2.07652 1.05294
C -6.78235 -0.94652 1.67364
C -5.41095 -0.62222 1.66294
C -4.93325 0.56428 2.25924
C -3.60185 0.86648 2.21554
C -2.68005 -0.01072 1.62644
S -0.93855 0.59798 1.57204
O -1.11885 2.01718 1.86944
C -0.36965 -0.18402 3.13534
C 1.00555 -0.27332 3.29564
C 1.53155 -0.82922 4.44694
C 0.69535 -1.30632 5.44964
C 1.27015 -1.94062 6.68214
C -0.67705 -1.17782 5.28984
C -1.21055 -0.61222 4.14304
H -6.53285 -2.70102 -5.62546
H -7.19805 -1.10352 -5.27406
H -7.52795 -2.44852 -4.18756
H -4.19075 -2.57742 -5.41886
H -2.16195 -1.89172 -4.15936
H -4.59815 0.04238 -1.26106
H -6.62305 -0.60012 -2.52596
H -0.69585 -2.99662 -2.46966
H -0.55425 -5.21552 -1.36146
H -0.78705 -6.56022 0.68464
H -1.38295 -6.72102 3.07124
H -2.28745 -4.75342 4.25814
H -2.71395 -2.66782 3.03684
H -4.32885 -3.32272 -0.11896
H -6.72275 -3.80062 -0.11816
H -8.29705 -2.31442 1.06664
H -7.46725 -0.27712 2.17864
H -5.64265 1.22958 2.73424
H -3.21665 1.78288 2.63994
H 1.65615 0.14268 2.54224
H 2.60435 -0.88572 4.57344
H 1.73485 -2.89552 6.43314
H 0.49485 -2.11822 7.42544
H 2.03575 -1.30292 7.12044
H -1.34465 -1.51882 6.07114
H -2.28105 -0.49272 4.05464
```

The HOMO-LUMO gap is 5.1 eV. The total energy is -140317.709 eV. The largest force on an atom comes out at 1.775 eV/Å. As for the HOMO energy: -1.923 eV. Its net charge is -2.

---

Number 1: lowest unoccupied orbital energy -0.01 eV. Number 2: lowest unoccupied orbital energy 3.17 eV.